No. 1
Formula: C2H11O4
Source: the OMol25 dataset
Level of theory: ωB97M-V/def2-TZVPD

Geometry as XYZ:
```
17
Properties=species:S:1:pos:R:3:forces:R:3
C -1.266441 0.272755 0.155764 1.51 -1.16 0.68
O -0.151268 -0.316566 -0.418909 0.45 0.26 -0.07
C -0.921063 0.689250 1.639853 -1.35 -0.10 -0.18
H -2.034556 -0.514298 0.149269 -0.54 0.22 0.48
H -1.723067 1.131173 -0.370641 0.41 0.09 -0.15
H -0.002955 0.287932 2.073197 -0.05 -0.50 -0.53
H -1.772212 0.307568 2.234130 0.39 0.48 0.29
H -0.826108 1.768355 1.775982 -0.30 0.18 -0.06
H 1.685841 0.690758 -0.032701 -0.57 -0.10 -0.52
H 1.210447 2.023884 0.391716 -0.62 0.38 0.33
O 1.845575 1.632298 -0.191939 1.15 0.00 0.04
H -0.082338 -1.154857 -3.189293 -0.09 0.37 -0.30
H 0.015676 -0.298287 -1.949558 -0.71 0.77 -0.53
O -0.133882 -0.209079 -2.980089 0.47 -0.97 0.66
H 0.712081 -1.704433 0.102683 -0.28 -0.15 -0.40
H 2.132474 -2.099764 0.453466 0.07 -0.21 -0.04
O 1.311796 -2.506690 0.157068 0.05 0.43 0.31
```
Positions in Å, forces in eV/Å.

Energy relative to the best compared isomer or geometry (same formula, charge and spin): 75.6 kJ/mol
Highest occupied orbital energy: -0.1493 Eh
E: -10443.1054 eV
Charge: -1
Largest force on an atom: 2.0 eV/Å
2S+1: 1
LUMO energy: 4.02 eV
Gap between HOMO and LUMO: 8.08 eV

Atomic partial charges in e from the Mulliken method, atoms 1 to 8:
1 C -0.433
2 O -0.764
3 C -1.077
4 H 0.300
5 H 0.242
6 H 0.281
7 H 0.316
8 H 0.281


No. 2
Formula: C2HN4S3
Source: the OMol25 dataset
Level of theory: ωB97M-V/def2-TZVPD

Geometry as XYZ:
```
10
Properties=species:S:1:pos:R:3:forces:R:3
C -1.105011 0.487733 0.189869 -0.67 -2.58 0.18
C 0.772769 -1.037650 -0.377557 0.21 0.19 -0.52
N 0.628090 1.506593 -0.299812 3.82 -0.04 -0.79
N -1.434301 1.759518 0.149500 -1.14 -1.27 0.33
N -0.297062 2.344466 -0.171515 0.43 1.20 -0.05
N 0.202833 0.255385 -0.049073 -2.00 2.52 -0.31
S -2.083022 -0.933530 0.353424 0.07 -1.39 -0.03
S 1.731686 -1.631684 0.998549 0.37 -0.76 1.45
S 2.575691 -0.865712 -0.679844 -0.12 0.15 -0.60
H -0.991673 -1.885122 -0.113541 -0.97 1.98 0.34
```
Positions in Å, forces in eV/Å.

Energy relative to the best compared isomer or geometry (same formula, charge and spin): 209.1 kJ/mol
Highest occupied orbital energy: -0.1535 Eh
E: -40554.4833 eV
Charge: -1
Largest force on an atom: 3.9 eV/Å
2S+1: 1
LUMO energy: 3.19 eV
Gap between HOMO and LUMO: 7.37 eV

Atomic partial charges in e from the Mulliken method, atoms 1 to 8:
1 C 0.446
2 C -0.536
3 N -0.236
4 N -0.388
5 N -0.491
6 N 0.662
7 S -0.386
8 S -0.209


No. 3
Formula: C21H21AsClINO7S4V
Source: the OMol25 dataset
Level of theory: ωB97M-V/def2-TZVPD

Geometry as XYZ:
```
58
Properties=species:S:1:pos:R:3:forces:R:3
V 0.071771 -0.738114 0.113113 1.30 -0.12 -0.89
C 1.802955 3.138594 -0.146335 -0.06 -0.02 -0.03
C 1.558486 3.159997 -1.648129 0.01 -0.03 0.03
S -0.105991 2.580638 -2.055126 -0.04 0.01 0.00
C 0.228621 1.436953 -3.413254 -0.01 -0.01 0.06
C 1.111380 0.248320 -3.061187 0.04 0.00 -0.01
S 0.312002 -1.087460 -2.126944 -0.03 -0.05 0.34
C 3.116588 -0.594320 -0.180684 -0.04 0.05 0.04
C 3.334179 0.821947 0.292231 0.03 0.00 0.01
S 1.714626 1.528997 0.685408 -0.19 0.03 0.00
H 2.791976 3.536277 0.086934 -0.02 0.06 0.03
H 1.068234 3.751721 0.372977 -0.01 -0.01 0.00
H 1.680415 4.183747 -2.005357 0.05 0.00 0.01
H 2.295271 2.544815 -2.165272 0.00 0.01 -0.02
H -0.757550 1.096754 -3.730202 0.01 0.00 -0.04
H 0.672652 1.986764 -4.245234 0.00 0.00 -0.01
H 1.444093 -0.223031 -3.987731 0.01 0.00 0.00
H 2.010023 0.582719 -2.542281 0.01 0.02 -0.03
H 4.023285 -1.183182 -0.164060 0.04 -0.01 0.05
H 2.698829 -0.629656 -1.179139 0.01 -0.01 0.00
H 3.958412 0.853248 1.185266 -0.01 -0.03 0.00
H 3.810280 1.405905 -0.495686 0.01 0.02 0.03
Cl 2.236646 -3.333933 6.124207 0.01 0.01 -0.03
C 2.318702 -2.485441 4.594570 0.01 0.06 0.09
C 3.415446 -2.606831 3.833861 0.03 -0.02 -0.05
C 3.496437 -2.111423 2.491700 -0.09 0.02 -0.01
I 5.278731 -2.612577 1.532361 0.00 -0.03 -0.03
C 2.370625 -1.465170 2.016201 -0.05 -0.22 0.00
O 2.105864 -1.220723 0.641910 -0.22 0.01 -0.03
C 1.304607 -1.127559 2.845803 0.08 0.41 0.10
N 0.006723 -0.911459 2.253234 -0.23 -0.04 -0.17
C -1.999896 -1.102007 3.180444 0.05 0.01 0.10
C -2.156390 -1.310927 4.633611 -0.06 0.00 0.01
C -0.921702 -1.904160 5.181150 -0.03 0.03 0.03
C 1.089256 -1.784190 4.170357 -0.11 -0.12 0.01
H 4.255914 -3.164317 4.225665 0.00 0.01 0.01
H -2.920692 -1.069335 2.599677 0.00 -0.01 -0.02
H -2.961652 -0.882176 5.210688 -0.01 -0.02 -0.01
H -1.062280 -2.487786 6.088516 -0.02 -0.01 -0.01
O -0.993412 2.751031 1.514485 0.02 -0.02 -0.17
As -1.834962 1.212756 1.515864 -0.09 0.13 0.03
O -3.428333 1.436244 1.596437 0.05 -0.10 -0.12
O -1.235281 0.419867 0.051887 -0.35 -0.29 0.65
C -0.988521 0.098859 2.863930 0.13 -0.29 0.01
C -0.483338 0.965572 3.969500 0.01 -0.04 -0.02
C 0.133162 0.483794 5.043898 -0.03 0.06 0.06
C 0.347908 -0.957668 5.307134 0.05 -0.04 0.01
C -0.247036 -2.633226 4.008159 0.09 -0.01 -0.10
C -0.879142 -2.071157 2.737991 0.19 0.11 0.00
S -0.976077 -3.316616 1.426492 -0.03 0.18 0.05
O -0.044148 -4.347970 1.748426 -0.05 -0.06 -0.10
O -2.344060 -3.625020 1.164743 -0.02 0.08 -0.03
O -0.374248 -2.519127 0.208346 -0.51 0.25 0.17
H -1.640756 3.419023 1.244325 0.01 0.03 0.04
H -0.619397 2.034446 3.869796 0.05 0.01 -0.04
H 0.491963 1.197546 5.777641 0.00 0.00 0.00
H 0.840083 -1.096589 6.265886 0.00 -0.01 0.00
H -0.168584 -3.715107 4.016752 0.03 0.00 0.02
```
Positions in Å, forces in eV/Å.

Energy relative to the best compared isomer or geometry (same formula, charge and spin): 45.1 kJ/mol
Highest occupied orbital energy (alpha / beta): -0.2372 / -0.2385 Eh
E: -188426.6321 eV
Charge: 0
Largest force on an atom: 1.6 eV/Å
2S+1: 3
LUMO energy (alpha / beta): -2.40 / -1.47 eV
Gap between HOMO and LUMO (alpha / beta): 4.05 / 5.01 eV

Atomic partial charges in e from the Mulliken method, atoms 1 to 8:
1 V 0.949
2 C -0.994
3 C -0.750
4 S -0.066
5 C -0.794
6 C -0.357
7 S -0.292
8 C -0.374


No. 4
Formula: C2H6FeO2
Source: the OMol25 dataset
Level of theory: ωB97M-V/def2-TZVPD

Geometry as XYZ:
```
11
Properties=species:S:1:pos:R:3:forces:R:3
C 1.332254 -0.574791 -0.486659 -0.09 -0.49 -0.04
C 0.289501 0.442143 -0.104895 2.14 1.28 -0.43
O -0.949255 -0.284726 0.179742 -0.61 -2.77 3.39
H 2.221692 -0.025323 -0.820924 -0.19 -0.03 0.06
H 1.622473 -1.196530 0.370315 -0.04 0.15 -0.20
H 0.989259 -1.211459 -1.311379 0.16 0.15 0.13
H 0.023251 1.121941 -0.920987 -0.07 -0.16 0.10
H 0.555743 1.006778 0.796657 -0.16 -0.13 -0.14
H -0.959242 -0.757085 1.190200 1.48 -0.72 -3.03
Fe -3.346838 1.000599 0.059300 0.30 -0.06 0.53
O -1.778838 0.478455 1.048629 -2.93 2.77 -0.38
```
Positions in Å, forces in eV/Å.

Energy relative to the best compared isomer or geometry (same formula, charge and spin): 357.7 kJ/mol
Highest occupied orbital energy (alpha / beta): -0.7166 / -0.7827 Eh
E: -40623.8988 eV
Charge: +2
Largest force on an atom: 4.4 eV/Å
2S+1: 7
LUMO energy (alpha / beta): -10.18 / -15.07 eV
Gap between HOMO and LUMO (alpha / beta): 9.32 / 6.23 eV

Atomic partial charges in e from the Mulliken method, atoms 1 to 8:
1 C -1.094
2 C -0.124
3 O 0.033
4 H 0.358
5 H 0.382
6 H 0.364
7 H 0.302
8 H 0.341


No. 5
Formula: ClHN2O
Source: the OMol25 dataset
Level of theory: ωB97M-V/def2-TZVPD

Geometry as XYZ:
```
5
Properties=species:S:1:pos:R:3:forces:R:3
O -2.059701 0.097770 0.714049 4.66 -2.20 -1.80
N -0.622363 -0.571327 0.092507 -5.36 2.04 1.65
N -0.661481 -1.657095 -0.446079 -0.50 0.43 0.51
Cl 0.719411 -2.132185 -1.313499 0.67 0.08 -0.14
H 0.079356 0.169452 0.096959 0.53 -0.35 -0.23
```
Positions in Å, forces in eV/Å.

Energy relative to the best compared isomer or geometry (same formula, charge and spin): 515.4 kJ/mol
Highest occupied orbital energy (alpha / beta): -0.3695 / -0.3695 Eh
E: -17560.0252 eV
Charge: 0
Largest force on an atom: 6.0 eV/Å
2S+1: 1
LUMO energy (alpha / beta): -1.13 / -1.13 eV
Gap between HOMO and LUMO (alpha / beta): 8.92 / 8.92 eV

Now the Mulliken charges, all in e:
1 O -0.466
2 N 0.203
3 N -0.035
4 Cl -0.014
5 H 0.312


No. 6
Formula: C4H13N3O
Source: the OMol25 dataset
Level of theory: ωB97M-V/def2-TZVPD

Geometry as XYZ:
```
21
Properties=species:S:1:pos:R:3:forces:R:3
C -0.334533 -1.241436 -0.084646 1.10 0.68 -0.61
C 0.638133 -2.169726 -0.791731 -0.10 0.07 0.09
N -1.476067 -0.951455 -0.950095 0.10 0.18 0.24
H -2.066116 -0.224616 -0.557993 -0.02 -0.05 -0.02
H -1.169267 -0.611137 -1.854687 0.07 -0.06 0.03
H -0.715637 -1.802804 0.785163 0.10 0.29 0.20
H -0.553420 -0.147587 1.185097 -0.33 2.77 1.06
H 1.499815 -2.371762 -0.157274 -0.01 0.01 0.01
H 0.152465 -3.113507 -1.052546 0.02 0.01 0.01
H 1.004304 -1.722694 -1.720307 -0.02 0.03 0.01
C 0.933166 1.129138 -0.895839 -0.50 0.62 0.31
N -0.339763 0.901717 1.610433 0.31 -1.01 -1.06
C 0.906208 0.294407 0.352476 -0.11 -2.65 -0.40
N -1.010705 2.080225 1.190981 -0.68 -0.59 0.22
O 1.887687 -0.044480 0.979967 0.11 0.10 0.01
H 0.140529 0.942932 2.510438 -0.12 -0.13 -0.30
H -1.907069 2.142035 1.661915 0.03 0.19 0.04
H -0.462164 2.905785 1.419977 0.03 -0.33 -0.02
H 1.544032 2.017430 -0.723906 -0.02 -0.01 0.00
H -0.063624 1.430164 -1.206913 -0.01 0.08 0.00
H 1.392024 0.557370 -1.700508 0.05 -0.18 0.16
```
Positions in Å, forces in eV/Å.

Energy relative to the best compared isomer or geometry (same formula, charge and spin): 485.0 kJ/mol
Highest occupied orbital energy: -0.2678 Eh
E: -10872.6508 eV
Charge: 0
Largest force on an atom: 3.0 eV/Å
2S+1: 1
LUMO energy: 0.73 eV
Gap between HOMO and LUMO: 8.02 eV

Atomic partial charges in e from the Mulliken method, atoms 1 to 8:
1 C -0.183
2 C -1.467
3 N -0.640
4 H 0.278
5 H 0.267
6 H 0.520
7 H 0.360
8 H 0.333


Which of these has the lowest largest force on an atom? C21H21AsClINO7S4V